Density functional theory data (ωB97M-V/def2-TZVPD) for an isolated molecule of C2BrF3O at a distorted geometry.

Values from the calculation:
ΔE to the lowest compared entry with this formula, charge and spin ... 35.0 kcal/mol
Net charge ... 0
Gap between HOMO and LUMO (spin up / spin down) ... 0.3194 / 0.3192 Ha

Atoms and positions in Å:
C -0.71 -0.17 0.26
C 0.87 0.04 -0.13
O -1.22 0.03 -0.85
F -0.96 0.69 1.28
F -0.81 -1.40 0.83
F 1.39 -0.89 -0.87
Br 1.44 1.71 -0.52